Record 1
# C31H70BBrN12O5P3S2

A 4-piece molecular cluster, C31H70BBrN12O5P3S2 overall in a non-equilibrium geometry (ωB97M-V/def2-TZVPD, the OMol25 dataset).

Each atom is followed by the atoms it is bonded to, with distances in Å.
CARTESIAN COORDINATES (ANGSTROEM)
1 O 5.63891 -4.37138 1.68421  O2 1.310, H23 1.006
2 O 4.44903 -3.82541 1.62954  O1 1.310, C3 1.470
3 C 4.60308 -2.36665 1.72995  O2 1.470, B4 1.677, H24 1.174, H25 1.188
4 B 3.18785 -1.52572 1.40762  C3 1.677, Br5 2.003, C6 1.641, C17 1.682
5 Br 2.36111 -2.42842 -0.17746  B4 2.003
6 C 2.22582 -1.38739 2.72989  B4 1.641, C7 1.634, H26 1.194, H27 1.171
7 C 1.22171 -2.64411 3.01890  C6 1.634, C8 1.673, H28 1.191, H29 1.169
8 C 0.05754 -2.07009 4.07494  C7 1.673, S9 1.871, H30 1.186, H31 1.192
9 S 0.69744 -1.77374 5.80847  C8 1.871, C10 1.911
10 C 1.72337 -0.16278 5.87258  S9 1.911, S11 1.702, N12 1.531
11 S 1.23008 1.25511 5.06971  C10 1.702
12 N 3.04286 -0.19246 6.64830  C10 1.531, C13 1.525, C16 1.512
13 C 4.39777 -0.62736 6.09947  N12 1.525, C14 1.639, H32 1.171
14 C 5.57016 -0.54583 7.24243  C13 1.639, N15 1.513, H33 1.170
15 N 4.75678 -0.03341 8.41070  C14 1.513, C16 1.539
16 C 3.27055 0.20223 8.08990  N12 1.512, N15 1.539, H34 1.191
17 C 3.50573 0.05088 0.91617  B4 1.682, C18 1.626, N22 1.488
18 C 4.82133 0.71267 1.60435  C17 1.626, C19 1.674, H35 1.183
19 C 5.13163 2.29938 1.17134  C18 1.674, C20 1.663, H36 1.169
20 C 3.97103 2.86370 0.12183  C19 1.663, C21 1.627, H37 1.188
21 C 2.71900 2.01127 -0.47100  C20 1.627, N22 1.491, H38 1.192
22 N 2.50867 0.59835 -0.04326  C17 1.488, C21 1.491
23 H 5.92462 -4.66319 0.76487  O1 1.006
24 H 4.95553 -2.12465 2.82314  C3 1.174
25 H 5.41484 -2.05832 0.91889  C3 1.188
26 H 2.96375 -1.32831 3.66686  C6 1.194
27 H 1.63920 -0.37463 2.70402  C6 1.171
28 H 1.74641 -3.54656 3.59293  C7 1.191
29 H 0.62099 -3.03937 2.09674  C7 1.169
30 H -0.93652 -2.71395 4.01712  C8 1.186
31 H -0.23849 -1.00635 3.62602  C8 1.192
32 H 4.71751 -1.03169 5.04798  C13 1.171
33 H 6.70268 -0.81579 7.12233  C14 1.170
34 H 2.45514 0.58881 8.86725  C16 1.191
35 H 5.53786 0.17644 2.37820  C18 1.183
36 H 6.04426 2.91900 1.55854  C19 1.169
37 H 4.06694 3.99474 -0.22861  C20 1.188
38 H 1.94548 2.53789 -1.20957  C21 1.192
39 O 4.27135 -4.06028 6.70743  P40 1.548
40 P 3.71414 -5.45418 7.08660  O39 1.548, N41 1.695, N44 1.706, N47 1.780
41 N 4.12589 -5.33178 8.72643  P40 1.695, C42 1.446, C43 1.465
42 C 5.47285 -5.26244 9.24740  N41 1.446, H50 1.095, H51 1.098, H52 1.085
43 C 3.23333 -4.45223 9.48604  N41 1.465, H53 1.095, H54 1.095, H55 1.096
44 N 4.80876 -6.31555 6.10196  P40 1.706, C45 1.448, C46 1.468
45 C 6.09393 -6.83113 6.52439  N44 1.448, H56 1.096, H57 1.097, H58 1.090
46 C 4.95979 -5.76475 4.74926  N44 1.468, H59 1.097, H60 1.095, H61 1.096
47 N 3.07353 -7.05669 7.52251  P40 1.780, C48 1.450, C49 1.454
48 C 3.44962 -7.94567 8.60386  N47 1.450, H62 1.091, H63 1.097, H64 1.095
49 C 2.18817 -7.66937 6.54486  N47 1.454, H65 1.095, H66 1.094, H67 1.096
50 H 5.47340 -5.34565 10.33964  C42 1.095
51 H 5.97873 -4.32753 8.97237  C42 1.098
52 H 6.08121 -6.10048 8.92469  C42 1.085
53 H 2.27679 -4.95870 9.65096  C43 1.095
54 H 3.03426 -3.51816 8.95022  C43 1.095
55 H 3.62444 -4.18637 10.47464  C43 1.096
56 H 6.77882 -6.02906 6.82158  C45 1.096
57 H 6.58303 -7.39745 5.72193  C45 1.097
58 H 5.99759 -7.54704 7.34029  C45 1.090
59 H 5.67218 -4.93110 4.73170  C46 1.097
60 H 3.99960 -5.40531 4.36475  C46 1.095
61 H 5.30917 -6.53049 4.04673  C46 1.096
62 H 4.52941 -8.03818 8.72519  C48 1.091
63 H 3.07439 -8.96538 8.45290  C48 1.097
64 H 3.02455 -7.60077 9.55175  C48 1.095
65 H 2.74003 -8.34832 5.88727  C49 1.095
66 H 1.71770 -6.90454 5.91989  C49 1.094
67 H 1.37612 -8.22442 7.02814  C49 1.096
68 O 0.03717 2.33588 -3.69137  P69 1.548
69 P -1.24637 1.77463 -4.35074  O68 1.548, N70 1.695, N73 1.706, N76 1.780
70 N -1.43776 0.51014 -3.23808  P69 1.695, C71 1.446, C72 1.465
71 C -0.52978 -0.60287 -3.07289  N70 1.446, H79 1.095, H80 1.098, H81 1.085
72 C -1.95435 0.95125 -1.93967  N70 1.465, H82 1.095, H83 1.095, H84 1.096
73 N -0.48296 1.36901 -5.82122  P69 1.706, C74 1.448, C75 1.468
74 C 0.11188 0.08685 -6.13457  N73 1.448, H85 1.096, H86 1.097, H87 1.090
75 C 0.39312 2.42097 -6.35213  N73 1.468, H88 1.097, H89 1.095, H90 1.096
76 N -2.72198 1.12939 -5.10877  P69 1.780, C77 1.450, C78 1.454
77 C -3.26255 -0.21547 -5.09507  N76 1.450, H91 1.091, H92 1.097, H93 1.095
78 C -3.38564 2.01522 -6.05213  N76 1.454, H94 1.095, H95 1.094, H96 1.096
79 H -0.95612 -1.35807 -2.40369  C71 1.095
80 H 0.44196 -0.29166 -2.66733  C71 1.098
81 H -0.36839 -1.14181 -4.00027  C71 1.085
82 H -3.02130 1.17930 -2.03069  C72 1.095
83 H -1.44383 1.85359 -1.58699  C72 1.095
84 H -1.85945 0.19257 -1.15457  C72 1.096
85 H 0.95468 -0.14548 -5.47393  C74 1.096
86 H 0.48763 0.05942 -7.16506  C74 1.097
87 H -0.61703 -0.72205 -6.09117  C74 1.090
88 H 1.38434 2.39328 -5.88363  C75 1.097
89 H -0.04025 3.41218 -6.18270  C75 1.095
90 H 0.52214 2.31906 -7.43608  C75 1.096
91 H -2.50626 -0.98189 -5.26775  C77 1.091
92 H -4.02547 -0.36444 -5.86913  C77 1.097
93 H -3.75259 -0.42405 -4.13878  C77 1.095
94 H -3.06931 1.80323 -7.07825  C78 1.095
95 H -3.14310 3.05960 -5.83455  C78 1.094
96 H -4.47618 1.92580 -5.99067  C78 1.096
97 O -5.91897 4.38756 -7.31634  P98 1.548
98 P -7.03499 5.45051 -7.46416  O97 1.548, N99 1.695, N102 1.706, N105 1.780
99 N -5.97125 6.73200 -7.78011  P98 1.695, C100 1.446, C101 1.465
100 C -5.00446 7.26566 -6.84681  N99 1.446, H108 1.095, H109 1.098, H110 1.085
101 C -5.41917 6.70836 -9.13729  N99 1.465, H111 1.095, H112 1.095, H113 1.096
102 N -7.57857 5.30828 -5.85359  P98 1.706, C103 1.448, C104 1.468
103 C -7.11512 6.10337 -4.73601  N102 1.448, H114 1.096, H115 1.097, H116 1.090
104 C -7.73625 3.92263 -5.39413  N102 1.468, H117 1.097, H118 1.095, H119 1.096
105 N -8.31802 6.67254 -7.63410  P98 1.780, C106 1.450, C107 1.454
106 C -8.27114 8.10563 -7.42176  N105 1.450, H120 1.091, H121 1.097, H122 1.095
107 C -9.66475 6.15281 -7.81089  N105 1.454, H123 1.095, H124 1.094, H125 1.096
108 H -4.55255 8.18446 -7.23603  C100 1.095
109 H -4.19973 6.55194 -6.62630  C100 1.098
110 H -5.46314 7.57860 -5.91503  C100 1.085
111 H -6.18810 7.02652 -9.84878  C101 1.095
112 H -5.08902 5.70375 -9.42186  C101 1.095
113 H -4.56663 7.38391 -9.27065  C101 1.096
114 H -6.04951 5.94524 -4.53549  C103 1.096
115 H -7.66026 5.85899 -3.81569  C103 1.097
116 H -7.30227 7.16627 -4.88670  C103 1.090
117 H -6.78155 3.49851 -5.06030  C104 1.097
118 H -8.13360 3.28905 -6.19393  C104 1.095
119 H -8.44956 3.85956 -4.56395  C104 1.096
120 H -7.74303 8.38551 -6.50963  C106 1.091
121 H -9.27231 8.54616 -7.33813  C106 1.097
122 H -7.78722 8.60481 -8.26721  C106 1.095
123 H -10.19273 6.09807 -6.85372  C107 1.095
124 H -9.63514 5.14544 -8.23658  C107 1.094
125 H -10.24768 6.77039 -8.50360  C107 1.096

Values from the calculation:
- highest occupied orbital energy (eV) = -5.1
- electronic energy (eV) = -181631.9621
- total charge = -1
- frontier orbital gap (eV) = 4.9
- energy above the lowest of the compared OMol25 structures with the same formula, charge and spin (kJ/mol) = 1318.4


Record 2
# C31H70NO7PS2Si

A 3-piece molecular cluster, C31H70NO7PS2Si overall in a non-equilibrium geometry (ωB97M-V/def2-TZVPD, the OMol25 dataset).

Each atom is followed by the atoms it is bonded to, with distances in Å.
CARTESIAN COORDINATES (ANGSTROEM)
1 C -5.67205 1.15048 1.27553  C2 1.650, H30 1.191, H31 1.187, H32 1.191
2 C -6.45204 2.31928 0.41067  C1 1.650, C3 1.642, H33 1.193, H34 1.183
3 C -5.47019 3.16841 -0.59535  C2 1.642, C4 1.654, H35 1.177, H36 1.192
4 C -4.75859 4.46918 0.13780  C3 1.654, C5 1.664, H37 1.192, H38 1.182
5 C -3.43982 5.03555 -0.70338  C4 1.664, C6 1.656, H39 1.186, H40 1.177
6 C -2.14627 5.22485 0.31316  C5 1.656, C7 1.664, H41 1.187, H42 1.179
7 C -0.71287 5.36928 -0.52026  C6 1.664, C8 1.672, H43 1.186, H44 1.181
8 C -0.26021 3.81189 -0.92779  C7 1.672, C9 1.660, H45 1.170, H46 1.170
9 C 1.18948 3.86120 -1.73481  C8 1.660, C10 1.637, H47 1.194, H48 1.194
10 C 1.33364 2.74551 -2.92400  C9 1.637, Si11 1.921, H49 1.189, H50 1.193
11 Si 1.19569 0.91179 -2.36859  C10 1.921, C12 1.918, C18 1.921, P26 2.242
12 C 0.84351 0.62472 -0.50550  Si11 1.918, C13 1.636, H51 1.184, H52 1.193
13 C 1.99607 1.14849 0.53044  C12 1.636, C14 1.673, H53 1.169, H54 1.181
14 C 1.22155 1.39421 1.99246  C13 1.673, C15 1.645, H55 1.170, H56 1.194
15 C 2.33646 1.73109 3.15426  C14 1.645, C16 1.654, H57 1.177, H58 1.190
16 C 2.90726 0.35371 3.87028  C15 1.654, C17 1.671, H59 1.170, H60 1.174
17 C 3.22555 0.68133 5.47751  C16 1.671, H61 1.193, H62 1.191, H63 1.184
18 C 2.70623 -0.02910 -3.09213  Si11 1.921, C19 1.637, H64 1.190, H65 1.186
19 C 3.69903 -0.72980 -1.99459  C18 1.637, N20 1.543, H66 1.171, H67 1.194
20 N 3.26135 -2.15615 -1.59982  C19 1.543, C21 1.543, C23 1.514
21 C 4.43374 -3.08519 -1.98014  N20 1.543, C22 1.673, H68 1.170, H69 1.194
22 C 4.24817 -4.61121 -1.32089  C21 1.673, H70 1.193, H71 1.194, H72 1.175
23 C 3.16038 -2.30183 -0.09610  N20 1.514, C24 1.673, O25 1.336
24 C 1.77202 -3.04848 0.46283  C23 1.673, H73 1.188, H74 1.174, H75 1.193
25 O 4.08307 -1.93480 0.79694  C23 1.336
26 P -0.58758 0.09082 -3.45066  Si11 2.242, C27 1.938, C28 1.915
27 C -0.56282 -1.83946 -3.27502  P26 1.938, H76 1.185, H77 1.184, H78 1.186
28 C -2.21326 0.69652 -2.63942  P26 1.915, C29 1.661, H79 1.194, H80 1.176
29 C -2.53292 -0.00780 -1.16957  C28 1.661, H81 1.175, H82 1.194, H83 1.183
30 H -4.79090 0.69731 0.61407  C1 1.191
31 H -5.19369 1.57460 2.27590  C1 1.187
32 H -6.45268 0.28044 1.50509  C1 1.191
33 H -7.06159 3.02858 1.15181  C2 1.193
34 H -7.27570 1.78590 -0.24966  C2 1.183
35 H -6.12255 3.55530 -1.49586  C3 1.177
36 H -4.57751 2.47526 -0.97323  C3 1.192
37 H -5.57790 5.33194 0.21288  C4 1.192
38 H -4.45390 4.17294 1.24056  C4 1.182
39 H -3.78042 6.08090 -1.14916  C5 1.186
40 H -3.22458 4.28356 -1.58287  C5 1.177
41 H -2.12836 4.33447 1.09781  C6 1.187
42 H -2.30879 6.25123 0.86949  C6 1.179
43 H 0.12653 5.91757 0.11377  C7 1.186
44 H -0.94815 5.91399 -1.54103  C7 1.181
45 H -1.12446 3.40660 -1.60412  C8 1.170
46 H -0.12183 3.25464 0.09147  C8 1.170
47 H 2.12399 3.90459 -0.99311  C9 1.194
48 H 1.19833 4.92533 -2.27680  C9 1.194
49 H 2.39815 2.87671 -3.43751  C10 1.189
50 H 0.50560 2.96067 -3.75549  C10 1.193
51 H -0.18282 1.08798 -0.13816  C12 1.184
52 H 0.75583 -0.55358 -0.34123  C12 1.193
53 H 2.51956 2.15279 0.23952  C13 1.169
54 H 2.84396 0.36203 0.76946  C13 1.181
55 H 0.34554 2.16669 1.92185  C14 1.170
56 H 0.71523 0.35329 2.28361  C14 1.194
57 H 1.87482 2.42449 3.98609  C15 1.177
58 H 3.26026 2.23021 2.59409  C15 1.190
59 H 2.21322 -0.57895 3.73539  C16 1.170
60 H 3.94491 0.13032 3.36827  C16 1.174
61 H 2.30825 1.25174 5.98350  C17 1.193
62 H 4.17196 1.39869 5.56358  C17 1.191
63 H 3.50809 -0.30609 6.06657  C17 1.184
64 H 3.29285 0.72762 -3.79886  C18 1.190
65 H 2.31818 -0.89085 -3.80936  C18 1.186
66 H 3.93711 -0.05138 -1.07056  C19 1.171
67 H 4.74301 -0.89043 -2.55172  C19 1.194
68 H 4.64584 -3.10790 -3.13080  C21 1.170
69 H 5.37194 -2.63017 -1.39905  C21 1.194
70 H 4.98431 -5.30835 -1.94974  C22 1.193
71 H 4.69327 -4.63564 -0.21347  C22 1.194
72 H 3.13481 -4.98453 -1.35144  C22 1.175
73 H 0.99485 -3.21020 -0.42135  C24 1.188
74 H 1.28340 -2.47674 1.36442  C24 1.174
75 H 2.13071 -4.14796 0.75728  C24 1.193
76 H 0.38894 -2.20589 -2.67144  C27 1.185
77 H -1.58105 -2.14546 -2.75404  C27 1.184
78 H -0.58065 -2.26184 -4.38355  C27 1.186
79 H -3.10049 0.33416 -3.35122  C28 1.194
80 H -2.31607 1.86629 -2.58322  C28 1.176
81 H -3.60558 -0.48355 -1.10902  C29 1.175
82 H -2.43141 0.87364 -0.37108  C29 1.194
83 H -1.66504 -0.76590 -0.90095  C29 1.183
84 O 7.41593 -3.47728 -0.34997  S85 1.449
85 S 8.29607 -2.40041 0.05584  O84 1.449, O86 1.446, O87 1.632, C90 1.773
86 O 8.71554 -1.36458 -0.86124  S85 1.446
87 O 9.61984 -3.04013 0.76334  S85 1.632, C88 1.421
88 C 10.40055 -3.97218 0.02732  O87 1.421, C89 1.518, H91 1.096, H92 1.095
89 C 11.20768 -3.28909 -1.06121  C88 1.518, H93 1.093, H94 1.095, H95 1.095
90 C 7.61422 -1.61974 1.49475  S85 1.773, H96 1.092, H97 1.091, H98 1.092
91 H 9.76565 -4.76271 -0.38754  C88 1.096
92 H 11.08752 -4.44800 0.73505  C88 1.095
93 H 10.55637 -2.85532 -1.82494  C89 1.093
94 H 11.87418 -4.00152 -1.55763  C89 1.095
95 H 11.80568 -2.47238 -0.64430  C89 1.095
96 H 7.32527 -2.38658 2.21669  C90 1.092
97 H 6.73764 -1.05088 1.18132  C90 1.091
98 H 8.36080 -0.94485 1.91895  C90 1.092
99 O -8.98789 -2.96368 3.27228  S100 1.449
100 S -8.71997 -2.68735 1.87556  O99 1.449, O101 1.446, O102 1.632, C105 1.773
101 O -8.09635 -1.45727 1.44206  S100 1.446
102 O -10.09327 -2.90661 1.02224  S100 1.632, C103 1.421
103 C -11.24728 -2.16233 1.38862  O102 1.421, C104 1.518, H106 1.096, H107 1.095
104 C -11.12571 -0.70557 0.98115  C103 1.518, H108 1.093, H109 1.095, H110 1.095
105 C -7.80043 -4.04173 1.19370  S100 1.773, H111 1.092, H112 1.091, H113 1.092
106 H -11.44175 -2.25821 2.46246  C103 1.096
107 H -12.09919 -2.60898 0.86517  C103 1.095
108 H -10.32437 -0.20523 1.53175  C104 1.093
109 H -12.05605 -0.16529 1.18311  C104 1.095
110 H -10.88814 -0.62060 -0.08410  C104 1.095
111 H -8.27879 -4.98094 1.47968  C105 1.092
112 H -6.78948 -3.99680 1.60136  C105 1.091
113 H -7.76617 -3.93534 0.10728  C105 1.092

Values from the calculation:
- SMILES string = CCCCCCCCCC[Si@](CCCCCC)(CCN(CC)C(C)=O)P(C)CC.CCOS(C)(=O)=O.CCOS(C)(=O)=O
- highest occupied orbital energy (eV) = -7.5
- electronic energy (eV) = -87929.7441
- frontier orbital gap (eV) = 8.0